[1]
C26H59F4N7O5 | ωB97M-V/def2-TZVPD

Last column: Mulliken charge in e.
Geometry (Å):
N -2.18 -1.58 1.77  -0.53
C -2.52 -0.37 1.37  0.20
C -3.00 0.93 0.44  -0.36
C -3.81 1.96 1.44  -0.05
C -5.28 2.30 0.72  -0.03
N -6.27 2.65 -0.07  -0.44
C -3.08 3.40 1.69  0.56
F -3.96 4.15 2.67  -0.27
F -3.11 4.23 0.44  -0.23
C -1.56 3.32 2.30  0.07
F -1.14 4.74 2.58  -0.25
F -0.54 2.80 1.32  -0.25
H -3.78 0.58 -0.38  0.42
H -2.11 1.41 -0.15  0.32
H -4.05 1.36 2.44  0.53
H -1.50 2.75 3.34  0.28
C -0.08 -6.64 -0.26  -0.32
O -0.54 -5.32 -0.01  -0.39
C -1.96 -5.17 -0.05  -0.66
C -2.68 -5.56 1.26  0.38
C -2.81 -7.07 1.45  -1.44
N -2.02 -4.99 2.43  -0.71
H -0.70 -7.16 -1.00  0.30
H -0.03 -7.21 0.67  0.08
H 0.94 -6.57 -0.65  0.10
H -2.14 -4.10 -0.23  0.31
H -2.38 -5.70 -0.92  0.39
H -3.70 -5.16 1.20  0.38
H -1.87 -7.54 1.74  0.29
H -3.54 -7.29 2.25  0.36
H -3.17 -7.56 0.54  0.35
H -2.02 -3.97 2.34  0.29
H -1.03 -5.23 2.37  0.34
C 3.50 -7.79 1.06  -0.70
O 3.79 -8.46 -0.16  -0.43
C 4.55 -7.68 -1.09  -0.85
C 6.08 -7.71 -0.84  1.70
C 6.52 -6.82 0.32  -1.62
N 6.56 -9.08 -0.60  -0.72
H 3.34 -6.72 0.92  0.30
H 4.31 -7.97 1.78  0.27
H 2.59 -8.23 1.48  0.27
H 4.36 -8.13 -2.07  0.34
H 4.17 -6.66 -1.14  0.42
H 6.56 -7.33 -1.75  -0.62
H 6.28 -7.25 1.29  0.42
H 7.61 -6.68 0.29  0.35
H 6.06 -5.83 0.25  0.35
H 6.34 -9.65 -1.42  0.30
H 5.97 -9.49 0.14  0.33
C -5.36 9.30 -2.53  -0.64
O -5.30 7.93 -2.15  -0.37
C -4.08 7.27 -2.49  -0.66
C -2.94 7.48 -1.46  0.30
C -2.28 8.85 -1.56  -1.54
N -3.42 7.29 -0.08  -0.38
H -4.82 9.49 -3.46  0.29
H -4.96 9.92 -1.73  0.22
H -6.41 9.57 -2.67  0.26
H -4.32 6.20 -2.51  0.31
H -3.76 7.53 -3.50  0.44
H -2.17 6.73 -1.66  0.41
H -2.90 9.66 -1.16  0.28
H -1.34 8.86 -1.00  0.36
H -2.04 9.10 -2.60  0.38
H -3.78 6.34 0.01  0.12
H -4.25 7.88 0.04  0.23
C -6.53 8.52 5.61  -0.67
O -6.24 7.86 4.39  -0.42
C -5.48 8.63 3.46  -0.53
C -3.96 8.60 3.70  0.50
C -3.51 9.49 4.86  -1.57
N -3.48 7.23 3.94  -0.60
H -6.69 9.60 5.47  0.30
H -5.72 8.35 6.33  0.24
H -7.44 8.09 6.03  0.27
H -5.67 8.18 2.48  0.16
H -5.86 9.66 3.40  0.46
H -3.47 8.99 2.80  0.37
H -3.75 9.07 5.84  0.28
H -2.42 9.63 4.84  0.38
H -3.97 10.48 4.80  0.35
H -3.70 6.66 3.12  0.11
H -4.06 6.83 4.68  0.34
C 8.57 -6.57 -3.37  -0.78
O 7.33 -5.89 -3.40  -0.32
C 7.43 -4.49 -3.71  -0.82
C 7.53 -4.18 -5.22  0.37
C 8.91 -4.45 -5.81  -1.38
N 6.53 -4.93 -5.99  -0.75
H 9.38 -5.95 -2.98  0.32
H 8.82 -6.95 -4.36  0.20
H 8.45 -7.44 -2.71  0.35
H 6.51 -4.04 -3.34  0.31
H 8.26 -4.03 -3.15  0.43
H 7.33 -3.11 -5.35  0.41
H 9.11 -5.52 -5.94  0.27
H 9.00 -3.99 -6.80  0.34
H 9.70 -4.03 -5.18  0.34
H 5.60 -4.68 -5.66  0.27
H 6.62 -5.92 -5.73  0.33

Its structure (SMILES) is N#CC[C@H](C#N)C(F)(F)C(F)F.COC[C@@H](C)N.COC[C@@H](C)N.COC[C@@H](C)N.COC[C@@H](C)N.COC[C@@H](C)N. Its orbital gap is 8.4 eV. The calculation puts the energy at -59446.8348 eV. Its HOMO energy is -9.01 eV.

[2]
C26H60F2N5O10S2V | ωB97M-V/def2-TZVPD

Last column: Mulliken charge in e.
Geometry (Å):
O 2.58 -0.93 2.74  -0.82
V 2.49 -2.09 1.62  1.48
O 2.50 -3.57 2.18  -0.84
N 0.78 -1.60 0.51  0.32
S -0.60 -2.51 0.12  0.77
O -1.04 -2.70 -1.25  -0.44
O -1.55 -2.56 1.20  -0.57
F 0.15 -3.89 0.50  -0.33
S 0.11 -0.27 0.14  0.70
O -1.04 0.06 0.98  -0.42
O 0.30 0.24 -1.22  -0.58
F 1.25 0.63 0.88  -0.41
C -2.24 3.48 4.16  -1.70
C -3.19 3.05 5.33  1.70
C -4.53 3.83 4.95  -1.56
C -5.37 3.26 3.83  -0.75
C -5.47 1.77 4.01  -1.45
C -4.24 0.85 4.35  2.10
N -3.45 1.57 5.45  0.19
O -2.28 0.89 5.68  -0.47
C -4.89 -0.39 4.93  -2.15
C -3.49 0.59 3.03  -1.84
C -2.79 3.61 6.69  -1.82
H -1.47 2.72 4.01  0.44
H -1.67 4.38 4.39  0.39
H -2.70 3.78 3.22  0.28
H -5.23 3.75 5.78  0.48
H -4.41 4.91 5.02  0.48
H -4.83 3.40 2.89  0.34
H -6.30 3.80 3.67  0.41
H -5.72 1.31 3.05  0.36
H -6.23 1.48 4.74  0.51
H -4.06 -1.10 4.94  0.48
H -5.31 -0.14 5.90  0.48
H -5.80 -0.71 4.43  0.36
H -4.01 -0.05 2.33  0.53
H -3.21 1.53 2.54  0.24
H -2.53 0.16 3.31  0.45
H -3.53 3.49 7.49  0.42
H -2.78 4.69 6.57  0.39
H -1.82 3.21 6.97  0.41
H -2.47 0.26 6.37  0.35
C 5.55 3.14 1.27  -1.72
C 4.32 3.57 0.30  1.31
C 4.71 4.98 -0.27  -1.17
C 5.62 4.88 -1.46  -0.84
C 4.95 3.98 -2.53  -1.22
C 4.69 2.58 -1.99  1.47
N 4.02 2.53 -0.68  0.62
O 3.91 1.31 -0.14  -0.39
C 3.69 1.97 -2.96  -1.66
C 5.95 1.80 -2.10  -1.89
C 2.95 3.76 1.07  -1.84
H 5.63 2.14 1.69  0.36
H 5.63 3.81 2.13  0.46
H 6.47 3.04 0.69  0.41
H 3.84 5.62 -0.42  0.43
H 5.23 5.41 0.58  0.46
H 6.63 4.49 -1.31  0.35
H 5.74 5.87 -1.89  0.39
H 5.63 3.99 -3.39  0.46
H 4.04 4.46 -2.90  0.45
H 3.53 0.92 -2.70  -0.23
H 2.64 2.29 -2.98  0.48
H 4.20 1.90 -3.92  0.51
H 6.35 1.50 -3.07  0.44
H 6.82 2.24 -1.62  0.37
H 5.77 0.88 -1.53  0.37
H 2.90 4.80 1.42  0.51
H 3.05 3.11 1.93  0.44
H 2.05 3.52 0.50  0.21
H 2.99 1.25 0.12  0.31
C -5.40 -3.52 -2.54  -1.39
C -4.53 -4.69 -2.86  0.58
C -3.87 -5.36 -1.74  -0.34
O -3.15 -6.53 -2.04  -0.41
C -1.79 -6.30 -2.13  -0.70
N -5.39 -5.56 -3.66  -0.76
H -6.17 -3.90 -1.88  0.33
H -5.98 -3.10 -3.35  0.39
H -4.68 -2.79 -2.16  0.29
H -3.73 -4.31 -3.49  0.18
H -4.65 -5.75 -1.09  0.26
H -3.22 -4.66 -1.22  0.12
H -1.29 -7.27 -2.10  0.32
H -1.47 -5.80 -1.21  0.27
H -1.44 -5.62 -2.89  0.30
H -4.89 -6.41 -3.87  0.27
H -6.20 -5.84 -3.12  0.28
C 3.72 -1.97 -5.19  -1.58
C 2.43 -2.15 -4.41  0.54
C 1.90 -3.61 -4.27  -0.23
O 1.57 -3.88 -5.63  -0.28
C 1.05 -5.22 -5.76  -0.84
N 2.55 -1.43 -3.14  -0.54
H 3.53 -2.22 -6.24  0.36
H 4.49 -2.69 -4.91  0.32
H 4.20 -1.00 -5.12  0.35
H 1.78 -1.53 -5.03  0.17
H 1.13 -3.72 -3.50  0.21
H 2.71 -4.23 -3.89  0.36
H 1.81 -5.96 -5.50  0.37
H 1.02 -5.36 -6.84  0.31
H 0.09 -5.54 -5.35  0.23
H 1.56 -1.51 -2.96  -0.01
H 2.89 -0.48 -3.19  0.50

Its orbital gap (spin up / spin down) is 6.9 / 7.7 eV. The charge is -1. As for the spin multiplicity: 2. The expectation value of S² is 0.760. The calculation puts the energy at -108647.0426 eV. Its HOMO energy (spin up / spin down) is -5.14 / -5.86 eV.